# 1
# C3H6O2

C3H6O2 in the gas phase (ωB97M-V/def2-TZVPD, OMol25).

The geometry in XYZ format:
```
11
C3H6O2, DFT ωB97M-V/def2-TZVPD
O -0.6204 0.4664 -1.0533
C 0.7436 0.0157 -0.8422
C 0.3388 -0.4435 0.5335
C -0.5832 0.7403 0.6021
O -0.6604 -1.4439 0.3667
H -1.0917 -1.0721 -0.4445
H 1.1482 -0.7562 -1.5064
H 1.4004 0.8918 -0.8357
H 1.0391 -0.7570 1.3058
H -0.3797 1.7799 0.4739
H -1.3347 0.5787 1.4002
```

Computed properties:
Gap between HOMO and LUMO, eV: 11.2
Multiplicity: 1
Total charge: 0
Maximum force, eV/A: 1.583
SMILES string: OC1COC1
Energy relative to the best compared isomer or geometry (same formula, charge and spin), eV: 3.684
E_tot, hartree: -268.2698

Atomic partial charges in e from the natural (NBO) method, atoms 1 to 2: -0.568, -0.104

***

# 2
# C15H22BrN3O2P2SSi2

A 4-piece molecular cluster, C15H22BrN3O2P2SSi2 overall (ωB97M-V/def2-TZVPD, OMol25).

The geometry in XYZ format:
```
48
C15H22BrN3O2P2SSi2, DFT ωB97M-V/def2-TZVPD
O 4.7137 -1.8100 -2.8914
P 3.6165 -1.2962 -4.0267
Br 3.5647 0.8855 -3.5316
Si 1.6895 -1.6609 -2.8234
O 0.4993 -0.6452 -3.2430
Si -1.1567 -0.8046 -3.4264
P 1.0933 -3.8053 -3.3367
S 0.2396 -3.9740 -5.0795
H 4.4112 -2.4902 -2.2810
H 2.0109 -1.6299 -1.3740
H -1.5771 -1.9884 -2.6555
H -1.7526 0.4251 -2.8741
H -1.5010 -0.9428 -4.8495
H 0.4011 -4.3251 -2.2200
H 2.3243 -4.4852 -3.1536
N 3.4565 5.0171 -2.6826
C 3.3176 6.3220 -2.9059
C 4.3447 7.1366 -3.3600
C 5.5855 6.5669 -3.5959
C 5.7446 5.2098 -3.3681
C 4.6536 4.4831 -2.9135
H 2.3350 6.7384 -2.7127
H 4.1697 8.1913 -3.5240
H 6.4119 7.1689 -3.9516
H 6.6920 4.7167 -3.5388
H 4.7442 3.4184 -2.7300
N -3.0918 -2.6271 -0.4638
C -3.9182 -1.9431 0.3248
C -3.9403 -2.0719 1.7059
C -3.0626 -2.9594 2.3084
C -2.1987 -3.6782 1.4964
C -2.2532 -3.4755 0.1254
H -4.5946 -1.2561 -0.1723
H -4.6314 -1.4835 2.2949
H -3.0543 -3.0740 3.3854
H -1.4944 -4.3854 1.9139
H -1.5897 -4.0261 -0.5348
N -3.3827 -1.8806 5.6323
C -4.3816 -1.0005 5.6063
C -4.3511 0.2147 6.2740
C -3.2223 0.5352 7.0108
C -2.1762 -0.3722 7.0486
C -2.3046 -1.5607 6.3450
H -5.2532 -1.2821 5.0250
H -5.1945 0.8889 6.2142
H -3.1595 1.4740 7.5457
H -1.2747 -0.1684 7.6100
H -1.5024 -2.2903 6.3542
```

Computed properties:
Gap between HOMO and LUMO, eV: 8.5
Multiplicity: 1
Total charge: 0
Maximum force, eV/A: 0.372
SMILES string: OP(Br)[Si@@H](O[SiH3])[PH2]=S.c1ccncc1.c1ccncc1.c1ccncc1
E_tot, hartree: -5133.5001

Atomic partial charges in e from the natural (NBO) method, atoms 1 to 2: -0.990, 0.672

***

# 3
# C6H30O11

A 11-piece molecular cluster, C6H30O11 overall (ωB97M-V/def2-TZVPD, OMol25).

The geometry in XYZ format:
```
47
C6H30O11, DFT ωB97M-V/def2-TZVPD
C -0.4298 0.9486 3.0113
C -0.1015 -0.4825 2.5865
C -0.2144 -1.5842 3.3659
C 0.3589 -0.0588 -1.2192
O -0.9511 0.2258 -1.8737
C 0.1644 0.2233 0.2001
C 0.3720 -0.6702 1.2376
H -0.9093 1.4720 2.1626
H 0.5415 1.4939 3.1649
H -1.0525 0.9908 3.9227
H -0.7264 -1.5627 4.2784
H 0.1903 -2.5653 3.1182
H 0.7368 -0.9547 -1.7887
H 0.9011 0.7927 -1.6397
H -1.5301 0.7425 -1.3118
H -0.2807 1.2464 0.5372
H 0.8018 -1.6718 0.9440
H -3.4308 -0.5683 0.3379
H -2.7584 -0.2377 1.6948
O -3.2859 0.1280 0.9877
H 1.0016 -2.6729 -0.7637
H 1.1525 -3.2063 -2.1872
O 1.6534 -3.1193 -1.3691
H -2.9125 -3.4031 1.3837
H -2.3452 -2.3419 0.5912
O -2.8806 -2.4584 1.3898
H 2.3227 2.5408 -0.8665
H 1.1881 3.0200 -0.2147
O 2.1620 3.2001 -0.1443
H 2.2796 0.6794 3.4931
H 2.4662 -0.3930 2.4980
O 2.4313 -0.2757 3.4827
H -0.2506 1.2418 -3.7518
H 1.1020 1.1304 -4.2287
O 0.2159 1.2842 -4.5832
H -2.3706 4.0819 0.8902
H -2.6488 2.8321 -0.0634
O -2.5449 3.7886 -0.0078
H 3.8845 -1.1826 -2.5426
H 2.6451 -1.9250 -1.8719
O 2.9148 -1.1805 -2.4680
H -1.6001 -1.3009 -1.6154
H -3.1105 -1.2313 -1.6304
O -2.3904 -1.8816 -1.3756
H 2.5713 0.8367 -2.8253
H 2.3767 2.4432 -2.6433
O 2.2907 1.5855 -2.2924
```

Computed properties:
Gap between HOMO and LUMO (spin up / spin down), eV: 3.0 / 6.2
Multiplicity: 2
Total charge: -1
Maximum force, eV/A: 2.838
E_tot, hartree: -1074.1132

Atomic partial charges in e from the natural (NBO) method, atoms 1 to 2: -0.634, -0.057

***

# 4
# C33H35IN8O10Ta

C33H35IN8O10Ta as an isolated structure (ωB97M-V/def2-TZVPD, OMol25).

The geometry in XYZ format:
```
88
C33H35IN8O10Ta, DFT ωB97M-V/def2-TZVPD
Ta 0.8319 0.0022 0.3494
C 0.5642 3.8956 1.3394
C 0.3996 3.9941 -0.1468
N 0.2319 5.2021 -0.6697
C 0.0904 5.3350 -1.9830
C 0.0853 4.2710 -2.8777
C -0.0617 4.4990 -4.3650
O -0.7893 3.4522 -4.9923
C 0.2256 2.9899 -2.3528
C 0.1696 1.7916 -3.2180
N -0.5837 0.8234 -2.9032
C -0.5581 -0.3458 -3.6829
C -0.2961 -0.3887 -5.0521
C -0.2643 -1.6046 -5.7222
C -0.4933 -2.7975 -5.0452
C -0.7859 -2.7771 -3.6877
C -0.8231 -1.5539 -3.0378
I -1.4432 -1.4604 -1.0375
C 0.4149 2.8747 -0.9782
O 0.6664 1.6393 -0.4110
H 0.2994 4.8533 1.7795
H 1.6030 3.6799 1.6009
H -0.0635 3.1133 1.7655
H -0.0389 6.3492 -2.3453
H 0.9278 4.5183 -4.8279
H -0.5152 5.4737 -4.5474
H -1.7140 3.7074 -5.0767
H 0.8285 1.7720 -4.0898
H -0.1639 0.5389 -5.5965
H -0.0792 -1.6190 -6.7879
H -0.4812 -3.7389 -5.5769
H -1.0104 -3.6954 -3.1607
O 2.6747 -1.4569 -3.3577
C 2.1582 -1.3334 -2.1793
O 1.7001 -0.2899 -1.7156
C 2.1467 -2.5468 -1.3334
C 2.6412 -3.7941 -1.6816
C 2.5568 -4.8074 -0.7380
C 1.9863 -4.5348 0.5015
C 1.5189 -3.2549 0.7459
N 1.5967 -2.2817 -0.1576
C 0.8811 -2.7347 1.9863
O 0.6561 -3.4617 3.0365
O 0.5544 -1.5518 1.9942
H 2.6294 -0.6296 -3.8705
H 3.0810 -3.9567 -2.6562
H 2.9329 -5.7971 -0.9595
H 1.9228 -5.3190 1.2454
H 0.9541 -4.3814 2.9666
C -4.6031 0.6635 4.4262
N -3.5920 0.2786 3.4462
C -2.4993 1.1188 2.9892
C -1.8330 0.1683 2.0410
O -0.8200 0.5151 1.3295
N -2.4212 -0.9909 1.9765
C -3.4944 -0.8938 2.8441
N -4.3216 -1.9043 3.0268
H -4.4212 1.6914 4.7250
H -4.5396 0.0305 5.3115
H -5.6002 0.6043 3.9896
H -1.8211 1.4096 3.7928
H -2.8525 2.0155 2.4739
H -4.1803 -2.7569 2.5117
H -5.1149 -1.8427 3.6445
C 4.4104 3.0811 1.0383
C 5.1172 1.8004 1.4582
C 4.2681 0.8841 2.3740
C 5.0378 -0.4246 2.6765
C 4.2669 -1.4053 3.5505
C 3.9950 1.6059 3.6914
O 4.8815 1.9902 4.3943
N 2.6577 1.7840 4.0676
C 1.5333 1.3932 3.3892
O 0.4161 1.5209 3.8136
N 1.7863 0.8178 2.1267
C 2.9950 0.5573 1.6944
O 2.9377 -0.0479 0.5527
H 5.0762 3.6980 0.4376
H 4.1120 3.6801 1.9015
H 3.5231 2.8773 0.4293
H 6.0211 2.0292 2.0228
H 5.4135 1.2158 0.5860
H 5.9619 -0.1246 3.1705
H 5.3107 -0.8788 1.7226
H 4.0252 -0.9783 4.5251
H 4.8599 -2.3006 3.7300
H 3.3275 -1.7178 3.0779
H 2.5053 2.2244 4.9686
```

Computed properties:
Gap between HOMO and LUMO, eV: 6.5
Multiplicity: 1
Total charge: +3
Maximum force, eV/A: 0.242
Energy relative to the best compared isomer or geometry (same formula, charge and spin), eV: 0.307
E_tot, hartree: -2823.1066

Atomic partial charges in e from the Löwdin method, atoms 1 to 2: 1.876, 0.010

***

# 5
# C2H2N2O2

C2H2N2O2 in the gas phase (ωB97M-V/def2-TZVPD, OMol25).

The geometry in XYZ format:
```
8
C2H2N2O2, DFT ωB97M-V/def2-TZVPD
C 0.0310 0.2719 -0.9662
C -0.8664 0.1613 0.9121
H -1.6927 0.4182 1.6636
H 1.8829 -0.8347 -0.3267
N -0.8363 0.7629 -0.1994
N 0.9404 -0.3022 -0.0230
O 0.4093 0.2590 -2.1735
O 0.1319 -0.7363 1.1131
```

Computed properties:
Gap between HOMO and LUMO, eV: 10.1
Multiplicity: 1
Total charge: 0
Maximum force, eV/A: 10.661
SMILES string: O=c1nco[nH]1
Energy relative to the best compared isomer or geometry (same formula, charge and spin), eV: 3.558
E_tot, hartree: -337.2937

Atomic partial charges in e from the natural (NBO) method, atoms 1 to 2: 0.718, 0.433

***

# 6
# C5H8N

A 2-piece molecular cluster, C5H8N overall (ωB97M-V/def2-TZVPD, OMol25).

The geometry in XYZ format:
```
14
C5H8N, DFT ωB97M-V/def2-TZVPD
C -2.2531 0.3378 -0.1889
C -2.2249 0.2326 -1.3898
C 1.8796 0.0209 -0.8317
C 1.3104 0.6961 0.1789
C -0.1283 -0.9844 1.0349
N 0.6161 0.0077 1.2016
H -2.6778 0.6299 0.7128
H 1.9120 -0.9802 -0.8772
H 2.2995 0.6356 -1.6744
H 1.3391 1.8382 0.3306
H -1.9664 0.0871 -2.4672
H -0.6133 -1.4840 1.8446
H -0.2602 -1.3216 -0.0127
H 0.7674 0.2843 2.1384
```

Computed properties:
Gap between HOMO and LUMO, eV: 9.5
Multiplicity: 1
Total charge: +1
Maximum force, eV/A: 5.327
Energy relative to the best compared isomer or geometry (same formula, charge and spin), eV: 4.326
E_tot, hartree: -249.6662

Atomic partial charges in e from the natural (NBO) method, atoms 1 to 2: -0.337, -0.150

***

> Which of these has the highest multiplicity?

C6H30O11